The following is a DFT calculation (wB97M-V/def2-TZVPD) of a 3-piece molecular cluster, C11H20NO5 overall.

Last column: natural (NBO) charge in e.
Cartesian coordinates (Å):
C1 5.402185 -1.700820 -0.400264  -0.70
C2 4.228547 -0.561010 -0.149611  0.27
N1 4.583854 0.933830 -0.104714  -0.53
C3 3.494761 2.001338 0.101115  0.08
C4 1.911295 1.619281 0.330859  -0.22
C5 1.512836 0.016086 0.328717  -0.02
C6 -0.005500 -0.582703 0.587654  0.73
O1 -0.394229 -0.660937 1.890307  -0.49
O2 -0.926069 -1.071687 -0.450444  -0.67
C7 2.693723 -1.133055 0.060843  0.29
O3 2.333093 -2.572216 0.030340  -0.67
H1 5.074088 -2.753691 0.053777  0.29
H2 5.660630 -1.779312 -1.542955  0.27
H3 6.396845 -1.418460 0.194033  0.26
H4 5.590171 1.216403 -0.217094  0.47
H5 3.851380 3.133763 0.089296  0.28
H6 1.045593 2.418343 0.504945  0.31
H7 -1.060290 -0.398931 -1.182615  0.52
H8 2.208568 -2.822692 -0.942297  0.51
C8 -3.748988 0.691587 4.068178  -0.63
C9 -3.814326 -0.806789 4.279310  -0.06
O4 -3.608645 -1.479795 3.045970  -0.72
H9 -4.506797 1.011726 3.345601  0.21
H10 -3.910148 1.225399 5.009066  0.21
H11 -2.776021 0.983274 3.659451  0.19
H12 -4.795431 -1.096512 4.666977  0.18
H13 -3.050965 -1.136504 4.990868  0.16
H14 -2.731286 -1.222444 2.714271  0.47
C10 -2.801824 0.134735 -3.917631  -0.63
C11 -2.331999 1.574568 -3.906726  -0.07
O5 -1.048251 1.661310 -3.306031  -0.74
H15 -2.846875 -0.263006 -2.898487  0.20
H16 -3.792437 0.051195 -4.373598  0.23
H17 -2.102571 -0.496845 -4.475265  0.20
H18 -3.021647 2.198108 -3.330205  0.19
H19 -2.271871 1.975468 -4.923294  0.17
H20 -0.441402 1.110996 -3.830342  0.46

Atomic forces in eV per Å
0.3 0.5 0.8
-1.9 -0.1 0.5
-5.3 -1.7 0.6
-1.8 -2.6 0.2
3.1 -3.3 -0.5
3.2 0.1 -1.1
-3.2 -0.4 5.9
2.9 0.5 -9.0
2.9 2.3 2.0
0.1 3.8 -0.1
1.2 4.0 -1.5
0.4 2.5 -1.2
-0.7 0.2 2.3
-2.2 -0.3 -1.4
-1.5 -0.4 0.1
-0.8 -2.8 0.0
2.4 -1.8 -0.5
0.6 -0.7 0.9
0.2 0.5 1.7
-0.1 0.2 0.1
0.2 0.2 -0.2
0.2 -0.1 -0.3
0.0 -0.1 0.2
0.0 0.0 -0.1
0.0 0.0 0.1
0.2 -0.1 -0.2
-0.1 0.1 0.2
-0.4 -0.2 0.1
-0.1 -0.1 0.0
-0.2 -0.3 -0.3
0.7 -0.2 0.3
-0.1 0.1 -0.1
0.1 -0.1 0.1
-0.1 0.1 -0.1
0.3 0.0 0.0
-0.2 0.0 0.0
-0.3 0.4 0.2

Summary:
lowest unoccupied orbital energy	-5.689	eV
gap between HOMO and LUMO	5.9	eV
HOMO energy	-11.5	eV
total energy	-861.4835	hartree
net charge	+1

---

The following is a DFT calculation (wB97M-V/def2-TZVPD) of C11H21AlB2Br4CaF7IInNO13S as an isolated structure.

Last column: Löwdin charge in e.
Cartesian coordinates (Å):
O1 -0.610019 -5.404873 1.842764  0.20
C1 -1.566651 -4.725575 1.941699  -0.53
F1 -1.371818 -3.396066 2.353967  0.00
N1 -2.886114 -5.089824 1.644686  0.04
C2 -3.714370 -4.189917 2.278329  -0.87
O2 -4.548002 -3.482429 1.756031  -0.01
F2 -3.600378 -4.066393 3.684510  -0.30
In1 -3.229986 -5.167930 -0.521615  0.52
I1 -5.432499 -6.890552 -1.096092  1.02
B1 -1.424648 -6.105465 -1.615815  -0.72
O3 -1.057101 -7.407970 -1.356551  0.10
O4 -0.730032 -5.390447 -2.549354  0.13
H1 -3.434055 -3.515777 -1.112016  -0.04
H2 -1.731744 -7.808953 -0.802189  0.06
H3 -0.807856 -4.456449 -2.317710  0.09
Al1 -3.316784 -1.981966 2.667974  0.97
C3 -6.630137 -9.471664 -3.643154  -0.81
O5 -7.455171 -9.791905 -2.771084  0.01
O6 -6.994513 -9.802244 -4.921281  0.08
O7 -5.524252 -8.890400 -3.500704  -0.03
H4 -7.843096 -10.208077 -4.669321  0.11
Br1 -4.762296 -5.889693 3.916153  0.29
F3 -5.754702 -7.499455 1.330266  -0.69
C4 -2.054172 1.902396 5.404493  -1.59
Br2 -3.821388 2.608210 5.712413  0.68
Br3 -2.047987 -0.033412 5.390802  0.51
Br4 -1.260471 2.619155 3.808572  0.69
H5 -1.438728 2.216692 6.237167  -0.02
O8 -6.251264 3.710431 3.614673  -0.08
H6 -6.428678 4.652635 3.700623  0.04
H7 -5.492403 3.557945 4.189546  -0.10
C5 1.884077 4.120387 0.504292  -0.21
C6 2.399842 5.530169 0.197684  -0.20
C7 1.490709 6.522358 0.936938  -0.21
S1 0.859087 5.648103 2.370877  0.65
O9 -0.569043 5.487873 2.221782  -0.36
O10 1.444833 6.199290 3.567518  -0.33
C8 1.644051 4.084357 2.007775  -0.25
H8 2.594249 3.354273 0.194804  0.12
H9 0.945438 3.946347 -0.027755  0.12
H10 3.425115 5.628545 0.561084  0.12
H11 2.412664 5.730897 -0.872363  0.12
H12 2.036309 7.403381 1.266783  0.10
H13 0.640714 6.819844 0.324810  0.11
H14 0.998809 3.266532 2.318726  0.04
H15 2.585685 4.050220 2.556119  0.11
Ca1 -3.891849 -8.188570 4.931886  1.35
C9 5.765983 3.367482 -3.750166  -0.01
O11 5.339208 3.364650 -2.376064  0.00
C10 6.299971 3.188322 -1.484198  -0.63
O12 7.471222 3.036582 -1.704440  0.13
O13 5.726023 3.204242 -0.269206  -0.02
C11 6.632049 3.020808 0.814206  -0.06
H16 4.884285 3.517942 -4.366361  0.08
H17 6.464175 4.182594 -3.935210  0.10
H18 6.212703 2.411745 -4.015070  0.11
H19 7.370394 3.821666 0.839918  0.10
H20 7.123104 2.050476 0.746446  0.10
H21 6.049530 3.053694 1.733076  0.08
B2 3.384255 2.341712 -7.163966  -1.23
F4 2.091480 2.785827 -6.804796  0.06
F5 3.533714 2.397566 -8.563200  0.07
F6 4.353197 3.178322 -6.550705  0.06
F7 3.568448 1.012983 -6.717653  0.06

Atomic forces in eV per Å
-0.1 0.2 0.0
0.8 -2.0 -0.3
-0.7 -0.3 -0.1
0.5 3.0 2.4
-0.9 -2.6 -1.5
0.3 -0.2 0.9
2.9 4.0 -2.1
0.9 0.6 -2.1
-0.9 -2.1 1.8
0.3 -0.9 0.2
-0.3 0.6 -0.3
-0.3 0.0 1.0
-0.4 -0.2 0.5
0.2 -0.2 0.0
0.0 0.1 -0.6
0.0 2.9 0.3
-1.0 -0.4 -0.1
0.6 0.6 0.5
0.1 0.1 0.6
0.6 1.0 0.3
0.0 -0.2 -0.8
-2.5 -5.9 2.2
0.6 0.9 -2.1
0.1 0.2 -0.2
0.2 -0.2 0.2
0.0 0.0 0.2
-0.2 0.0 0.2
-0.1 -0.1 0.0
0.0 0.0 0.1
0.0 0.0 -0.1
-0.1 0.0 -0.3
0.0 0.0 -0.2
0.1 0.0 0.0
0.2 0.1 -0.4
0.4 0.0 -0.2
0.0 0.0 0.3
-0.4 0.0 0.2
0.2 -0.3 -0.2
0.0 0.0 0.0
0.0 0.0 0.0
0.0 0.0 0.0
0.0 0.0 0.0
-0.1 0.0 0.1
-0.1 0.0 0.1
0.0 0.1 0.1
-0.1 0.0 0.1
-0.7 1.2 -1.0
-0.1 0.1 -0.5
0.0 0.0 0.2
-0.3 0.0 -0.4
0.1 0.0 0.2
-0.1 0.0 0.3
0.1 0.0 0.2
-0.1 -0.1 0.1
0.1 -0.1 0.1
0.1 0.0 0.1
0.1 -0.1 -0.1
0.1 0.1 -0.1
-0.2 0.0 -0.1
-0.1 -0.1 -0.2
0.1 0.0 0.0
0.0 0.0 0.2
0.0 0.0 0.0
0.0 0.1 0.0

Summary:
lowest unoccupied orbital energy	-5.456	eV
energy above the lowest of the compared OMol25 structures with the same formula, charge and spin	0.0	kcal/mol
gap between HOMO and LUMO	3.3	eV
HOMO energy	-8.8	eV
total energy	-14315.4807	hartree

---

The following is a DFT calculation (wB97M-V/def2-TZVPD) of C11H21AsB2F4N4O5V as an isolated structure.

Last column: Löwdin spin population.
Cartesian coordinates (Å):
V1 0.361390 -0.098305 -0.897483  0.99
C1 2.092623 3.893246 -0.762965  0.00
C2 1.814210 2.439996 -0.732589  0.01
N1 0.706601 1.878734 -1.023159  -0.02
O1 -0.457508 2.488633 -1.353728  -0.01
B1 -1.298380 1.546163 -2.179780  0.00
F1 -2.028108 2.174957 -3.071641  0.00
F2 -0.279003 0.595339 -2.708311  0.00
O2 -2.177291 0.563665 -1.349230  -0.01
N2 -1.537601 -0.614639 -1.171305  -0.02
C3 -2.024680 -1.787853 -1.078195  0.01
C4 -3.451123 -2.160921 -1.220104  0.00
C5 -0.894759 -2.770039 -0.847355  0.01
N3 0.217485 -2.151868 -0.675562  -0.02
O3 1.386649 -2.818984 -0.636268  -0.01
B2 2.442517 -1.973472 -1.251481  0.00
F3 3.377864 -2.671263 -1.856698  0.00
F4 1.618552 -1.085598 -2.202253  0.01
O4 3.042945 -0.931901 -0.321389  0.00
N4 2.321693 0.203702 -0.408474  -0.02
C6 2.839761 1.379052 -0.423122  0.01
C7 4.278641 1.663667 -0.206969  0.00
C8 -1.039035 -4.241370 -0.923362  0.00
H1 1.171883 4.461040 -0.866157  0.00
H2 2.736099 4.117859 -1.617905  0.00
H3 2.625097 4.200436 0.137651  0.00
H4 -4.059042 -1.288481 -1.445404  0.00
H5 -3.812583 -2.638409 -0.306578  0.00
H6 -3.560080 -2.890252 -2.025865  0.00
H7 4.851682 0.740809 -0.220977  0.00
H8 4.418036 2.153126 0.760335  0.00
H9 4.654508 2.342851 -0.973170  0.00
H10 -2.020422 -4.560597 -0.577146  0.00
H11 -0.258644 -4.729043 -0.343993  0.00
H12 -0.924921 -4.560050 -1.964280  0.00
C9 -0.054082 1.688520 3.321887  0.00
As1 -1.008510 0.441728 2.256686  0.01
C10 -1.136955 -1.243988 3.123803  0.00
C11 -2.705650 1.136420 1.760857  0.00
O5 -0.058963 0.209938 0.843507  0.04
H13 -0.585251 1.832367 4.262314  0.00
H14 0.006020 2.631984 2.782421  0.00
H15 0.940604 1.290320 3.513908  0.00
H16 -1.678348 -1.122777 4.061481  0.00
H17 -0.128527 -1.605538 3.318575  0.00
H18 -1.668321 -1.938483 2.476331  0.00
H19 -3.248140 1.385824 2.673055  0.00
H20 -3.257052 0.392983 1.190497  0.00
H21 -2.551868 2.030484 1.159580  0.00

Atomic forces in eV per Å
-0.2 0.6 -0.9
0.0 0.0 0.0
-0.1 -0.1 0.0
0.0 -0.2 0.1
0.0 0.0 0.0
0.0 -0.2 0.0
0.0 0.0 0.0
-0.1 0.1 0.0
0.1 0.0 0.0
0.1 0.0 0.1
0.0 -0.1 0.1
0.0 0.0 0.0
0.0 0.2 0.1
0.2 -0.1 0.2
-0.1 -0.1 0.0
0.1 0.4 0.1
0.0 -0.1 0.0
0.0 -0.1 0.1
0.0 0.0 -0.1
0.0 -0.2 0.0
0.2 -0.2 0.2
0.0 0.1 -0.1
0.0 0.0 0.0
0.0 0.0 0.0
0.0 0.0 0.0
0.0 0.0 0.0
0.0 0.0 0.0
0.0 0.0 0.0
0.0 0.0 0.0
0.0 0.0 0.0
0.0 0.0 0.0
0.0 0.0 0.0
0.0 0.0 0.0
0.0 0.0 0.0
0.0 0.0 0.0
0.1 0.0 0.0
0.0 -0.1 0.1
0.0 0.0 0.0
0.0 0.0 -0.1
-0.2 0.1 0.1
0.0 0.0 0.0
0.0 0.0 0.0
0.0 0.0 0.0
0.0 0.0 0.0
0.0 0.0 0.0
0.0 0.0 0.0
0.0 0.0 0.0
0.0 0.0 0.0
0.0 0.0 0.0

Summary:
<S²>	0.764
lowest unoccupied orbital energy (alpha / beta)	-9.461 / -8.760	eV
energy above the lowest of the compared OMol25 structures with the same formula, charge and spin	0.0	kcal/mol
multiplicity	2
gap between HOMO and LUMO (alpha / beta)	6.8 / 7.6	eV
HOMO energy (alpha / beta)	-16.3 / -16.3	eV
total energy	-4655.5546	hartree
net charge	+2